A cluster of 2 separate species, C4H11N4 in total, computed with ωB97M-V with the def2-TZVPD basis set.

Cartesian coordinates (Å):
1 C 1.754 1.921 -0.578
2 C 1.059 1.911 0.744
3 C 1.310 0.580 -0.014
4 C 0.219 -0.090 -0.571
5 N -2.424 -0.861 0.566
6 N -1.488 -1.067 1.267
7 N 0.022 -1.412 -0.623
8 N -0.990 -1.971 -1.271
9 H 1.148 2.361 -1.455
10 H 2.878 1.956 -0.642
11 H 1.788 2.013 1.590
12 H 0.046 2.108 0.765
13 H 2.125 -0.022 0.390
14 H -0.469 0.463 -1.106
15 H -3.332 -0.591 1.027
16 H 0.884 -1.903 -0.298
17 H -1.131 -2.952 -1.058
18 H -1.839 -1.460 -0.972
19 H -1.561 -0.984 2.241

- Multiplicity: 1
- Electronic energy: -10275.4686 eV
- Energy relative to the best compared isomer or geometry (same formula, charge and spin): 551.99 kJ/mol
- Total charge: +1
- LUMO energy: -3.837 eV